Entry 1:
Formula: C30H25BrIrN3O10
Source: OMol25
Level of theory: ωB97M-V/def2-TZVPD

Values from the calculation:
⟨S²⟩: 0.7792
LUMO level (alpha / beta): 0.0192 / 0.0201 hartree
Spin multiplicity: 2
Frontier orbital gap (alpha / beta): 5.5 / 5.5 eV
Charge: -1

Last column: natural (NBO) charge in e.
Positions of all 70 atoms, in Å:
Ir  -0.26  0.15  -0.04  1.50
Br  4.65  2.95  -6.27  0.01
O  -1.48  -6.46  4.03  -0.44
O  -2.27  -0.93  -0.72  -0.46
O  0.66  0.66  -3.34  -0.65
O  1.91  -0.40  1.23  -0.33
O  0.55  -1.74  -0.63  -0.74
O  1.31  1.05  -1.22  -0.70
O  -1.46  1.32  -1.72  -0.59
O  -0.80  -0.78  1.80  -0.68
O  2.10  -1.71  1.12  -0.29
O  -0.15  -6.91  2.39  -0.42
N  -2.91  -0.42  -1.68  0.16
N  -2.50  0.69  -2.15  0.13
N  -0.78  -6.12  3.08  0.53
C  -1.43  2.72  1.42  -0.28
C  -2.56  1.77  1.79  0.11
C  3.96  1.15  -2.03  -0.13
C  0.16  -4.28  1.79  -0.15
C  -3.54  1.40  0.87  -0.24
C  -3.48  3.07  -4.77  -0.19
C  -0.29  1.86  1.03  0.16
C  -0.71  -2.02  2.07  0.40
C  -2.62  1.19  3.06  -0.21
C  -4.56  -0.09  2.45  -0.20
C  -4.77  2.66  -5.04  -0.23
C  -4.57  0.90  -3.41  -0.24
C  -4.51  0.46  1.18  -0.19
C  -5.31  1.58  -4.36  -0.21
C  0.15  -2.95  1.43  -0.14
C  5.24  1.47  -2.46  -0.22
C  -2.72  2.40  -3.82  -0.24
C  -0.71  -4.75  2.78  -0.06
C  -1.53  -2.52  3.13  -0.24
C  -1.53  -3.84  3.46  -0.18
C  3.08  1.87  -4.16  -0.23
C  2.89  1.34  -2.89  -0.12
C  -3.27  1.32  -3.15  0.18
C  1.10  -2.42  0.33  0.36
C  5.45  2.00  -3.72  -0.26
C  -1.03  3.61  2.61  -0.60
C  -3.62  0.29  3.39  -0.22
C  1.46  0.96  -2.47  0.78
C  -1.85  3.66  0.26  -0.60
C  4.36  2.20  -4.55  -0.06
H  -0.33  4.37  2.29  0.21
H  -5.23  0.16  0.43  0.21
H  -1.70  2.69  -3.60  0.26
H  -0.56  3.03  3.40  0.21
H  -6.32  1.26  -4.58  0.21
H  3.78  0.75  -1.05  0.24
H  -1.88  1.42  3.80  0.21
H  -1.91  4.10  3.02  0.22
H  -2.84  4.08  0.45  0.22
H  -5.36  3.18  -5.78  0.21
H  0.61  1.91  1.64  0.17
H  -5.32  -0.82  2.69  0.21
H  6.09  1.31  -1.80  0.21
H  -3.05  3.91  -5.29  0.21
H  6.45  2.25  -4.05  0.22
H  -3.56  1.85  -0.11  0.22
H  -1.84  3.11  -0.67  0.26
H  2.23  2.01  -4.81  0.25
H  -3.67  -0.11  4.39  0.21
H  -1.13  4.46  0.17  0.21
H  1.69  -3.28  -0.05  0.15
H  -2.16  -1.82  3.64  0.20
H  0.83  -4.99  1.32  0.23
H  -2.18  -4.22  4.24  0.23
H  -4.98  0.07  -2.87  0.24

---

Entry 2:
Formula: C30H25N8O10RuS2
Source: OMol25
Level of theory: ωB97M-V/def2-TZVPD

Values from the calculation:
⟨S²⟩: 1.2233
Energy above the lowest of the compared OMol25 structures with the same formula, charge and spin: 3.656 eV
LUMO level (alpha / beta): -0.0702 / -0.0461 hartree
Spin multiplicity: 2
Frontier orbital gap (alpha / beta): 6.4 / 7.1 eV
Charge: 0

Last column: Löwdin spin population.
Positions of all 76 atoms, in Å:
Ru  -0.18  -0.63  -0.48  0.96
S  2.02  0.82  1.06  -0.01
S  0.20  -0.07  -2.98  -0.01
O  -3.69  -0.06  -3.08  0.00
O  1.91  0.88  -0.39  -0.01
O  1.75  -1.86  0.15  0.02
O  2.47  -6.17  -0.67  0.00
O  -4.54  4.18  -2.15  0.00
O  3.22  0.31  1.65  -0.01
O  -4.68  2.29  -3.33  0.00
O  0.83  -7.29  -1.66  0.00
O  2.93  -3.74  0.10  0.00
O  -2.27  -1.13  -1.75  0.07
N  0.61  0.18  1.50  -0.07
N  -0.21  -2.88  -1.26  0.07
N  2.14  1.85  -2.82  0.00
N  -1.46  -1.49  1.39  -0.02
N  -1.08  -3.59  -1.97  0.01
N  2.53  0.31  -4.30  0.00
N  -1.95  1.09  -0.15  0.01
N  -2.96  3.02  -0.23  0.00
C  -1.63  2.55  1.84  0.00
C  -2.71  1.13  -1.29  0.00
C  -0.92  -1.24  2.60  0.00
C  0.52  -4.98  -1.41  0.00
C  -3.27  -2.62  2.45  0.00
C  1.87  2.54  1.59  0.00
C  1.24  3.44  0.76  0.00
C  1.60  5.17  2.38  0.00
C  -1.49  -1.73  3.80  0.00
C  1.11  4.76  1.15  0.00
C  -2.59  -2.16  1.31  0.00
C  -2.14  2.23  0.48  0.00
C  2.37  2.94  2.82  0.00
C  0.28  -0.46  2.64  -0.01
C  3.54  1.22  -4.38  0.00
C  0.95  -0.34  3.85  0.00
C  -0.81  -1.51  5.02  0.00
C  2.44  -0.93  -5.03  0.00
C  3.31  2.18  -3.44  0.00
C  -3.35  2.35  -1.35  0.00
C  0.78  -3.69  -0.90  0.00
C  1.68  0.68  -3.32  0.00
C  2.22  4.25  3.22  0.00
C  0.40  -0.86  5.02  0.00
C  1.93  -3.06  -0.14  0.00
C  -2.90  -0.11  -2.12  0.00
C  -4.26  3.01  -2.33  0.00
C  -0.69  -4.86  -2.08  0.00
C  1.29  -6.25  -1.26  0.00
C  -2.72  -2.41  3.69  0.00
H  2.79  -1.75  -4.39  0.00
H  -1.90  -3.10  -2.33  0.00
H  1.83  2.19  -1.92  0.00
H  -1.24  -5.61  -2.62  0.00
H  -2.40  2.34  2.58  0.00
H  -1.24  -1.88  5.93  0.00
H  -1.36  3.60  1.92  0.00
H  2.72  -5.25  -0.34  0.00
H  1.90  0.18  3.87  0.00
H  -2.98  -2.33  0.31  0.00
H  -3.22  -2.77  4.58  0.00
H  3.87  3.06  -3.20  0.00
H  -0.77  1.93  2.06  0.00
H  1.40  -1.11  -5.29  0.00
H  -3.28  3.95  -0.01  0.00
H  0.63  5.48  0.50  0.00
H  0.84  3.09  -0.18  0.00
H  2.88  2.22  3.44  0.00
H  1.51  6.20  2.70  0.00
H  0.93  -0.72  5.95  0.00
H  -4.21  -3.13  2.33  0.00
H  -4.34  1.32  -3.31  0.00
H  4.35  1.14  -5.08  0.00
H  2.60  4.56  4.19  0.00
H  3.05  -0.87  -5.92  0.00

---

Entry 3:
Formula: C30H25N9O11P2SSr
Source: OMol25
Level of theory: ωB97M-V/def2-TZVPD

Values from the calculation:
Energy above the lowest of the compared OMol25 structures with the same formula, charge and spin: 4.221 eV
LUMO level: 0.1253 hartree
Frontier orbital gap: 5.0 eV
Charge: -2

Last column: Mulliken charge in e.
Positions of all 79 atoms, in Å:
Sr  -0.93  1.16  -0.68  2.33
S  0.11  0.38  8.16  0.06
P  -3.63  2.29  -1.03  0.51
P  -2.29  1.74  -3.33  0.39
O  -3.07  0.95  -0.68  -0.28
O  -2.41  0.30  -3.68  -0.82
O  1.02  -1.11  0.16  0.06
O  -2.23  2.57  -4.75  -0.61
O  1.47  -3.47  0.90  -0.76
O  -2.55  3.42  -0.74  -0.40
O  -3.64  2.34  -2.72  -0.34
O  -1.95  -2.14  1.68  -0.70
O  -1.10  2.21  -2.54  -0.30
O  -4.98  2.69  -0.58  -0.92
O  0.26  2.98  -0.20  -1.00
N  -1.58  -1.64  -0.54  0.61
N  1.43  0.86  -1.58  1.51
N  1.24  0.16  7.00  -0.75
N  1.97  -0.36  -1.80  -0.91
N  1.14  0.87  2.21  0.20
N  -1.52  1.32  2.38  0.52
N  -1.13  0.81  7.19  -0.76
N  -1.44  -3.72  -1.38  0.28
N  -1.24  -1.89  -2.84  -0.01
C  0.68  3.69  -1.15  0.63
C  -0.71  0.78  5.94  1.05
C  0.74  5.87  -2.28  -0.56
C  -0.85  1.07  3.51  -0.36
C  -1.42  -2.37  -1.62  -0.45
C  3.25  -5.18  -1.74  -0.30
C  0.25  5.05  -1.31  -0.61
C  0.57  0.76  3.40  -0.50
C  2.01  1.84  -2.19  -1.47
C  2.20  -2.64  -1.23  0.05
C  2.61  -4.93  -0.55  -0.82
C  2.64  -0.02  4.37  -0.79
C  -1.27  -4.78  -2.32  -1.19
C  2.14  4.11  -3.08  -0.65
C  -1.48  1.08  4.77  0.25
C  3.38  -4.17  -2.68  -0.78
C  0.67  0.41  5.83  0.90
C  2.07  -3.67  -0.27  0.32
C  1.65  -1.29  -0.93  0.39
C  -3.51  1.63  3.65  -1.27
C  -2.85  1.38  4.83  -0.61
C  2.40  0.54  2.06  -0.22
C  3.19  0.04  3.11  -0.99
C  -1.63  -3.92  0.03  -0.38
C  1.72  5.42  -3.17  -0.63
C  -2.80  1.58  2.45  -0.34
C  1.62  3.21  -2.14  0.91
C  -1.74  -2.44  0.53  -0.21
C  1.31  0.36  4.55  0.46
C  2.85  -2.92  -2.42  -0.38
H  -3.31  1.76  1.51  0.62
H  3.89  -4.36  -3.62  0.38
H  2.86  1.60  -2.84  0.07
H  -1.90  2.99  -1.34  -0.15
H  -1.57  -0.92  -3.03  0.23
H  2.95  -2.11  -3.13  0.45
H  3.22  -0.35  5.22  0.48
H  4.20  -0.26  2.92  0.44
H  0.36  6.89  -2.38  0.36
H  3.66  -6.17  -1.94  0.38
H  2.12  6.08  -3.93  0.34
H  2.80  0.68  1.07  0.53
H  -2.54  -4.49  0.26  0.43
H  -1.73  3.36  -4.56  0.29
H  -1.04  -5.70  -1.78  0.36
H  2.51  -5.71  0.20  0.42
H  -0.52  5.40  -0.63  0.39
H  1.14  -2.49  0.85  0.12
H  -3.35  1.41  5.79  0.50
H  2.86  3.73  -3.81  0.30
H  -0.43  -4.57  -2.99  0.37
H  -1.30  -2.52  -3.62  0.26
H  -2.17  -4.95  -2.92  0.29
H  -0.77  -4.39  0.51  0.26
H  -4.57  1.85  3.64  0.48